71
Properties=species:S:1:pos:R:3:lowdin_charge:R:1 method="wB97M-V/def2-TZVPD" total_charge=+1 homo_ha=-0.419 total_energy_ha=-4512.30607 largest_force_ha_per_bohr=0.00274 lumo_ev=-2.865 gap_ha=0.3134
Pd -0.24 0.96 0.41 0.4273
Cl -0.57 1.76 -2.48 0.7417
C -1.60 0.44 -2.97 -0.6318
C -2.42 0.65 -4.06 -0.0938
C -3.23 -0.39 -4.50 -0.0563
C -3.21 -1.61 -3.85 -0.0577
C -2.37 -1.80 -2.76 -0.0680
C -1.56 -0.77 -2.29 -0.3718
P -0.44 -0.99 -0.87 0.9996
C -0.87 -2.62 -0.20 -0.3753
C 0.01 -3.69 -0.27 -0.0787
C -0.32 -4.90 0.31 -0.0631
C -1.54 -5.06 0.96 -0.0618
C -2.43 -3.99 1.02 -0.0691
C -2.10 -2.78 0.44 -0.1189
C 1.20 -1.19 -1.63 -0.3804
C 1.37 -1.56 -2.96 -0.0686
C 2.64 -1.70 -3.49 -0.0577
C 3.76 -1.47 -2.69 -0.0642
C 3.60 -1.10 -1.36 -0.0705
C 2.32 -0.95 -0.84 -0.1224
H -2.43 1.61 -4.56 0.1105
H -3.88 -0.23 -5.35 0.1155
H -3.83 -2.43 -4.19 0.1137
H -2.35 -2.76 -2.27 0.1071
H 0.97 -3.58 -0.77 0.1075
H 0.37 -5.73 0.25 0.1129
H -1.80 -6.00 1.41 0.1120
H -3.38 -4.11 1.51 0.1128
H -2.81 -1.96 0.48 0.1038
H 0.51 -1.74 -3.59 0.1118
H 2.77 -1.98 -4.52 0.1121
H 4.75 -1.59 -3.10 0.1111
H 4.46 -0.93 -0.73 0.1118
H 2.20 -0.66 0.20 0.0727
C -2.04 -1.57 4.31 -0.2063
Ge -0.56 -0.68 3.40 0.7382
C 0.73 -2.02 2.80 -0.2000
C 0.35 0.55 4.62 -0.2243
C -1.41 0.35 1.95 -0.3869
H -1.68 -2.12 5.18 0.0258
H -2.53 -2.27 3.64 0.0049
H -2.78 -0.84 4.66 0.0245
H 1.26 -2.40 3.68 0.0303
H 1.47 -1.59 2.12 -0.0011
H 0.24 -2.85 2.31 -0.0001
H 0.65 0.01 5.52 0.0263
H -0.30 1.37 4.93 0.0180
H 1.25 0.96 4.16 0.0040
H -1.87 1.24 2.39 -0.0217
H -2.21 -0.23 1.50 -0.0360
C -1.26 4.21 1.32 -0.2419
P 0.15 3.07 1.27 0.8264
C 1.12 3.50 2.74 -0.2264
C 1.17 3.56 -0.15 -0.4141
C 0.87 4.64 -0.97 -0.0988
C 1.63 4.88 -2.11 -0.0681
C 2.68 4.03 -2.44 -0.0645
C 2.99 2.95 -1.62 -0.0695
C 2.23 2.71 -0.48 -0.1394
H -1.85 4.10 0.41 0.0532
H -0.93 5.24 1.44 0.0572
H -1.89 3.94 2.17 0.0508
H 1.33 4.57 2.73 0.0613
H 2.06 2.95 2.74 0.0500
H 0.56 3.25 3.64 0.0339
H 0.05 5.30 -0.74 0.1001
H 1.40 5.72 -2.75 0.1130
H 3.27 4.22 -3.33 0.1125
H 3.80 2.28 -1.88 0.1090
H 2.47 1.86 0.15 0.0859